[1]
72
Properties=species:S:1:pos:R:3:forces:R:3:lowdin_charge:R:1 method="wB97M-V/def2-TZVPD" total_charge=+2 homo_ha=-0.4949 e_lumo_ev=-4.8 e_above_lowest_kj_mol=47.57
Y -0.173 -0.366 -0.025 0.44 0.24 0.50 1.61
C -2.532 2.343 -0.841 -0.04 0.14 -0.14 -0.15
C -3.142 1.474 0.215 -0.20 -0.16 0.15 -0.15
O -2.147 1.048 1.147 0.27 -0.39 -0.13 -0.21
C -1.914 1.974 2.210 -0.18 0.10 -0.08 -0.14
C -0.637 1.559 2.869 0.16 0.00 0.11 -0.15
O 0.404 1.457 1.892 -0.23 -0.26 -0.06 -0.22
C 1.075 2.677 1.606 -0.02 0.01 0.11 -0.15
C 1.934 2.433 0.398 0.10 0.03 -0.10 -0.14
O 1.146 1.972 -0.710 0.01 -0.40 0.16 -0.21
C 0.489 3.030 -1.409 0.11 0.10 0.03 -0.15
C -0.595 2.411 -2.237 -0.16 -0.05 -0.19 -0.15
O -1.448 1.617 -1.422 0.29 -0.46 0.13 -0.20
H -2.172 3.291 -0.428 0.04 0.00 0.01 0.13
H -3.281 2.563 -1.604 0.01 0.05 -0.06 0.15
H -3.550 0.572 -0.233 -0.02 -0.03 0.02 0.11
H -3.945 2.010 0.724 -0.02 -0.03 0.04 0.15
H -2.735 1.934 2.929 -0.07 0.02 -0.02 0.15
H -1.852 2.991 1.813 0.00 0.02 -0.01 0.13
H -0.754 0.563 3.291 0.03 -0.01 0.04 0.12
H -0.364 2.254 3.664 0.05 0.02 0.02 0.15
H 1.710 2.965 2.448 -0.02 0.02 0.04 0.15
H 0.354 3.481 1.433 -0.02 0.02 0.00 0.13
H 2.654 1.646 0.610 0.02 0.00 -0.02 0.11
H 2.477 3.341 0.130 0.03 0.00 -0.06 0.15
H 1.200 3.553 -2.052 0.06 0.04 0.02 0.15
H 0.075 3.751 -0.700 -0.01 0.00 0.01 0.13
H -0.171 1.743 -2.987 -0.04 0.02 -0.04 0.12
H -1.158 3.187 -2.759 -0.05 -0.03 -0.04 0.15
C 3.326 -0.814 1.379 -0.03 0.02 0.02 -0.10
O 1.922 -0.860 1.634 -0.13 0.13 -0.29 -0.36
C 1.586 -1.367 2.920 0.16 0.10 0.07 -0.17
C 0.454 -2.330 2.774 -0.14 -0.15 0.10 -0.18
O -0.665 -1.629 2.217 0.08 0.29 -0.66 -0.30
C -1.887 -2.384 2.330 -0.03 0.01 0.02 -0.05
H 3.816 -0.129 2.074 0.01 0.02 0.01 0.11
H 3.467 -0.467 0.357 0.00 -0.02 0.00 0.08
H 3.764 -1.808 1.471 0.01 -0.03 -0.01 0.10
H 1.312 -0.535 3.573 0.03 0.01 0.05 0.13
H 2.434 -1.892 3.363 0.06 0.02 -0.02 0.15
H 0.188 -2.729 3.755 -0.08 -0.01 0.02 0.15
H 0.729 -3.161 2.120 -0.01 -0.07 0.01 0.12
H -2.057 -2.639 3.375 0.01 0.01 0.04 0.11
H -1.833 -3.292 1.731 0.01 -0.01 -0.01 0.10
H -2.693 -1.753 1.970 0.00 0.02 -0.01 0.09
C 2.951 -0.897 -5.284 -0.03 -0.03 0.05 0.01
C 2.897 -1.797 -4.107 -0.06 0.03 0.04 -0.31
N 3.573 -2.882 -3.937 -0.15 -0.01 0.24 0.16
N 3.175 -3.346 -2.708 0.19 -0.25 -0.16 0.06
C 2.270 -2.582 -2.103 0.05 -0.08 0.04 -0.74
S 1.545 -2.788 -0.605 -0.27 0.21 0.00 0.72
N 2.091 -1.575 -2.992 -0.09 0.27 -0.23 -0.09
N 1.171 -0.551 -2.787 -0.17 0.18 0.15 0.11
H 3.647 -1.313 -6.007 0.01 -0.01 0.00 0.10
H 3.298 0.100 -5.005 0.01 -0.01 0.00 0.09
H 1.971 -0.807 -5.757 0.01 -0.01 0.01 0.09
H 3.533 -4.224 -2.364 0.04 0.02 0.00 0.17
H 1.607 0.331 -3.037 0.04 -0.01 0.05 0.10
H 0.371 -0.709 -3.397 -0.02 0.03 0.00 0.10
C -3.545 -0.958 -2.645 0.01 0.04 -0.06 -0.08
C -2.208 -1.648 -2.388 0.04 -0.04 0.12 -0.53
C -2.200 -3.037 -3.020 0.03 -0.02 -0.11 -0.08
C -1.878 -1.721 -0.878 -0.09 0.35 0.13 -0.31
H -3.801 -0.971 -3.707 0.01 0.02 0.02 0.09
H -3.527 0.088 -2.326 -0.02 -0.06 -0.02 0.05
H -4.342 -1.472 -2.103 0.02 0.02 -0.02 0.09
H -1.447 -1.044 -2.919 -0.08 -0.01 -0.02 0.08
H -2.988 -3.651 -2.576 0.06 0.02 -0.01 0.09
H -1.245 -3.545 -2.850 -0.04 0.01 0.01 0.07
H -2.377 -2.991 -4.097 0.00 -0.02 0.04 0.08
H -2.807 -1.566 -0.307 0.02 -0.06 -0.07 0.04
H -1.570 -2.747 -0.633 0.03 0.05 0.04 0.03

***

[2]
81
Properties=species:S:1:pos:R:3:forces:R:3:lowdin_charge:R:1 method="wB97M-V/def2-TZVPD" total_charge=+2 homo_ha=-0.4934 e_lumo_ev=-4.2 e_above_lowest_kj_mol=334.88
Y 0.048 1.375 0.098 0.51 -0.35 -0.39 1.44
O -3.083 2.658 3.121 -0.01 -0.01 0.01 0.19
C -2.136 2.107 2.394 -0.02 -0.01 -0.04 -0.47
O -1.807 2.502 1.294 0.06 -0.01 0.03 0.00
C -1.531 0.880 3.039 0.01 0.01 0.00 -0.08
O -0.257 0.596 2.491 -0.01 -0.01 0.02 -0.20
C 0.841 1.127 3.278 0.01 0.02 -0.01 -0.05
C 1.335 2.491 2.773 -0.06 0.04 -0.04 -0.63
O 1.948 3.193 3.541 0.09 -0.04 -0.01 0.10
O 1.079 2.721 1.524 -0.08 0.13 0.11 -0.18
H -3.443 3.436 2.663 0.00 0.00 0.00 0.16
H -2.197 0.042 2.822 0.00 0.00 0.00 0.14
H -1.485 1.007 4.120 0.00 0.00 0.00 0.15
H 1.654 0.408 3.181 0.00 0.00 0.00 0.12
H 0.557 1.194 4.326 0.00 -0.01 0.00 0.14
C 3.266 5.156 -2.694 0.00 0.00 0.00 0.01
C 1.842 4.798 -2.882 0.00 0.00 0.00 -0.31
N 1.028 5.308 -3.744 0.00 0.00 0.00 0.15
N -0.161 4.670 -3.525 0.00 0.00 0.00 0.05
C -0.113 3.771 -2.545 0.01 0.00 -0.03 -0.72
S -1.348 2.805 -1.927 -0.07 0.09 0.04 0.69
N 1.180 3.838 -2.130 0.01 0.02 0.01 -0.07
N 1.666 3.053 -1.093 -0.05 -0.06 0.07 0.08
H 3.519 5.947 -3.395 0.00 0.00 0.00 0.10
H 3.915 4.300 -2.884 0.00 0.00 0.00 0.09
H 3.448 5.512 -1.680 0.00 0.00 0.00 0.09
H -0.972 4.916 -4.069 0.00 0.00 0.00 0.17
H 1.885 3.613 -0.268 0.01 0.01 -0.01 0.12
H 2.488 2.539 -1.396 -0.02 -0.03 0.01 0.13
C -4.782 0.285 -0.007 0.01 0.04 -0.08 -0.04
N -4.182 -0.999 -0.405 0.02 -0.01 0.14 -0.29
C -5.133 -1.981 -0.927 0.00 -0.02 0.00 -0.07
P -2.605 -1.262 -0.186 -0.02 0.08 -0.12 0.63
O -1.821 -0.037 0.098 -0.15 -0.06 0.19 -0.33
N -2.310 -2.494 0.823 -0.10 -0.08 -0.12 -0.29
C -3.330 -3.398 1.364 0.01 0.00 0.04 -0.06
C -0.927 -2.889 1.116 0.02 0.04 0.02 -0.06
N -1.953 -1.749 -1.804 0.32 0.04 -0.06 -0.20
C -2.412 -0.825 -2.891 0.03 -0.05 0.05 -0.01
C -2.079 -3.174 -2.217 0.00 -0.01 0.04 -0.01
H -5.419 0.641 -0.817 0.00 0.00 0.00 0.10
H -4.004 1.024 0.166 -0.01 -0.01 0.02 0.07
H -5.387 0.162 0.892 0.00 -0.01 -0.01 0.10
H -5.557 -1.627 -1.868 0.00 -0.01 -0.01 0.10
H -5.948 -2.131 -0.218 0.01 0.01 0.00 0.10
H -4.659 -2.946 -1.094 0.02 -0.01 0.00 0.07
H -4.313 -2.942 1.321 -0.01 0.01 0.00 0.07
H -3.096 -3.594 2.410 0.00 0.00 0.00 0.10
H -3.346 -4.351 0.830 0.00 0.00 0.00 0.10
H -0.229 -2.128 0.770 -0.02 -0.03 0.01 0.06
H -0.683 -3.843 0.640 0.00 0.00 0.01 0.10
H -0.814 -3.004 2.194 0.00 0.01 0.00 0.10
H -2.279 0.201 -2.564 0.01 0.04 0.00 0.04
H -3.453 -1.043 -3.121 0.01 0.02 -0.01 0.10
H -1.784 -0.997 -3.761 -0.02 0.00 -0.02 0.12
H -1.875 -3.826 -1.371 0.00 0.01 -0.03 0.08
H -1.355 -3.364 -3.007 -0.01 0.00 0.00 0.11
H -3.077 -3.360 -2.603 -0.02 -0.01 0.01 0.10
C 4.225 0.591 2.301 0.00 0.00 0.00 0.00
N 3.933 -0.594 1.500 -0.01 0.01 -0.02 -0.05
C 4.818 -1.742 1.719 0.00 -0.01 0.00 -0.13
C 4.821 -2.672 0.525 0.00 0.00 0.00 -0.14
C 3.388 -2.968 0.131 0.00 -0.01 0.00 -0.13
N 2.688 -1.710 -0.136 0.00 0.02 0.00 0.00
C 1.966 -1.512 -1.369 0.02 0.00 0.00 -0.14
C 2.948 -0.581 0.592 0.00 -0.05 0.01 -0.43
O 2.252 0.441 0.382 -0.14 0.23 0.03 -0.07
H 5.260 0.891 2.134 0.00 0.00 0.00 0.11
H 4.099 0.374 3.363 0.00 0.00 0.00 0.11
H 3.573 1.407 2.013 0.00 0.00 0.01 0.08
H 4.503 -2.270 2.623 0.00 0.00 0.00 0.14
H 5.819 -1.352 1.905 0.00 0.00 0.00 0.13
H 5.346 -3.592 0.779 0.00 0.00 0.00 0.13
H 5.343 -2.208 -0.314 0.00 0.00 0.00 0.13
H 2.881 -3.517 0.930 0.00 0.00 0.00 0.13
H 3.348 -3.579 -0.768 0.00 0.00 0.00 0.13
H 2.398 -0.719 -1.977 0.00 0.00 0.00 0.14
H -0.921 -1.555 -1.675 -0.22 -0.04 -0.04 0.10
H 1.986 -2.456 -1.914 0.00 0.00 0.00 0.14
O 0.614 -1.134 -1.141 0.02 0.03 0.05 -0.30
O 0.355 0.147 -1.800 -0.16 -0.01 0.11 -0.38

***

[3]
71
Properties=species:S:1:pos:R:3:forces:R:3:lowdin_charge:R:1 method="wB97M-V/def2-TZVPD" total_charge=+1 homo_ha="-0.3909 / -0.3965" e_lumo_ev="-2.0 / -4.9" e_above_lowest_kj_mol=62.22 spin_multiplicity=3
Au -0.059 -0.823 -1.398 -0.24 -0.27 0.30 0.93
C -2.822 -2.290 0.130 0.02 -0.03 -0.05 -0.03
C -2.405 -2.892 -1.176 0.04 0.04 0.16 -0.31
C -3.060 -3.957 -1.756 0.04 -0.05 -0.09 -0.02
C -2.563 -4.500 -2.945 -0.07 0.07 0.07 -0.04
C -1.417 -4.003 -3.517 0.21 0.04 -0.03 -0.01
C -0.796 -2.905 -2.901 -0.41 -0.22 0.12 -0.45
N -1.323 -2.366 -1.775 -0.12 -0.28 -0.34 -0.06
N 0.284 -2.229 -3.323 -0.47 0.22 -0.26 -0.01
Si 1.807 -2.799 -3.945 1.20 -0.16 -0.34 0.42
C 2.208 -4.514 -3.278 -0.16 0.27 -0.04 -0.17
C 3.075 -1.512 -3.420 -0.29 -0.24 0.02 -0.18
C 1.755 -2.828 -5.831 -0.22 -0.01 0.42 -0.16
H -2.320 -2.806 0.952 0.00 0.00 -0.01 0.08
H -3.895 -2.382 0.283 0.00 0.01 0.00 0.09
H -2.529 -1.240 0.170 -0.05 0.02 0.01 0.04
H -3.945 -4.363 -1.289 -0.02 0.03 -0.01 0.12
H -3.086 -5.320 -3.419 0.03 -0.04 0.03 0.12
H -0.997 -4.414 -4.425 -0.04 -0.02 0.01 0.11
H 2.255 -4.522 -2.187 0.01 0.03 0.00 0.03
H 3.171 -4.860 -3.656 0.01 0.02 -0.02 0.04
H 1.453 -5.244 -3.581 0.02 -0.01 -0.01 0.02
H 3.090 -1.372 -2.337 0.02 -0.02 -0.01 0.01
H 2.848 -0.549 -3.884 0.00 0.00 0.00 0.03
H 4.074 -1.815 -3.739 0.00 0.00 0.00 0.04
H 1.032 -3.547 -6.221 0.02 0.00 -0.02 0.03
H 2.746 -3.114 -6.187 0.00 -0.01 -0.01 0.04
H 1.516 -1.843 -6.233 0.00 0.00 0.00 0.03
O 2.533 2.228 -2.135 -0.06 -0.11 0.15 0.11
C 1.833 1.446 -1.605 -0.09 -0.02 -0.07 -0.56
N 1.123 0.688 -0.995 0.61 0.67 0.05 -0.18
C 0.891 4.552 -0.021 0.13 -0.22 0.13 -0.21
Si 1.454 3.573 1.480 -0.03 0.12 0.07 0.36
C 1.252 4.554 3.076 -0.07 -0.20 -0.18 -0.21
C 3.173 2.828 1.355 -0.28 0.03 -0.10 -0.21
Sb -0.191 1.540 1.554 0.11 0.30 0.40 1.02
Si -2.664 2.449 1.438 -0.12 -0.09 -0.09 0.36
C -2.803 3.935 2.581 0.21 -0.24 -0.18 -0.22
C -3.866 1.089 1.942 0.26 0.09 -0.07 -0.21
C -2.802 2.878 -0.388 0.08 -0.02 0.26 -0.23
Si 0.772 -0.193 3.280 -0.07 -0.18 0.00 0.36
C 2.228 -0.936 2.355 -0.21 0.16 0.05 -0.22
C 1.285 0.735 4.835 -0.13 0.02 -0.32 -0.22
C -0.607 -1.431 3.623 0.18 0.18 -0.10 -0.22
H 1.612 5.331 -0.277 0.03 0.00 0.05 0.04
H -0.072 5.033 0.161 0.00 -0.01 0.04 0.02
H 0.794 3.899 -0.889 0.01 0.05 -0.02 0.01
H 1.913 5.424 3.064 0.03 -0.01 -0.06 0.04
H 1.509 3.956 3.952 0.01 -0.01 -0.02 0.02
H 0.230 4.916 3.204 0.01 0.00 -0.02 0.02
H 3.906 3.590 1.082 -0.03 0.05 0.01 0.05
H 3.205 2.054 0.588 0.05 0.00 0.00 0.01
H 3.483 2.389 2.305 -0.04 0.01 0.02 0.03
H -2.573 3.664 3.612 -0.01 0.00 0.00 0.03
H -3.826 4.320 2.556 -0.02 -0.02 -0.05 0.04
H -2.131 4.740 2.278 -0.01 0.00 0.00 0.02
H -3.468 0.456 2.738 -0.01 0.03 0.01 0.01
H -4.109 0.450 1.092 0.02 -0.01 -0.01 0.02
H -4.797 1.528 2.307 0.01 0.06 -0.03 0.04
H -2.049 3.613 -0.678 -0.01 0.00 0.01 0.02
H -3.784 3.292 -0.627 -0.03 0.00 0.06 0.04
H -2.651 1.989 -1.004 -0.01 -0.01 0.03 0.02
H 2.938 -0.161 2.061 -0.01 -0.01 0.01 0.02
H 1.889 -1.435 1.445 -0.01 0.01 0.00 0.01
H 2.764 -1.667 2.965 -0.06 0.00 0.08 0.04
H 2.070 1.463 4.626 0.00 0.00 -0.01 0.02
H 1.669 0.033 5.579 0.00 -0.07 -0.05 0.04
H 0.440 1.262 5.282 0.00 0.00 -0.01 0.03
H -0.636 -2.204 2.853 0.00 0.04 -0.03 0.02
H -1.582 -0.942 3.651 0.01 -0.01 0.04 0.01
H -0.456 -1.924 4.586 0.06 0.01 0.00 0.04

***

Strongest force on any atom / eV Å⁻¹: 0.73 0.73 1.26